(1)
The following is a DFT calculation (wB97M-V/def2-TZVPD) of a 6-piece molecular cluster, C6H27N2O5 overall.

Properties
Kohn-Sham gap (alpha / beta)   11.3 / 6.6 eV
ΔE to the lowest compared entry with this formula, charge and spin   43.3 kcal/mol
E_HOMO (alpha / beta)   -17.20 / -17.20 eV
E_tot   -19859.303 eV
<S²>   0.75

Structure (ORCA input):
```
! wB97M-V def2-TZVPD RIJCOSX def2/J DEFGRID3
* xyz 2 2
N 0.9404 0.4059 -2.5207
C -0.1429 -0.6441 -2.1324
C -0.5116 -0.7344 -0.5791
N -0.1458 -2.0627 0.0084
C -1.3593 -2.8236 0.2889
C 0.4114 -2.2093 2.4795
C 0.8323 -2.2467 0.9950
C 2.1790 -1.5762 0.7020
H 1.7023 -0.1575 -2.8827
H 0.5177 1.0151 -3.2227
H 1.3558 0.9353 -1.7334
H 0.2922 -1.6527 -2.4323
H -0.9023 -0.3104 -2.8422
H 0.0253 0.0875 -0.1209
H -1.5583 -0.4516 -0.5484
H -1.9587 -3.0490 -0.5681
H -1.0474 -3.8627 0.4899
H -1.9758 -2.4319 1.0934
H 1.3358 -2.3305 3.0924
H -0.4228 -1.5533 2.7149
H 0.0481 -3.1995 2.7694
H 1.0883 -3.3573 0.7699
H 2.3618 -0.7005 1.3663
H 2.2249 -1.0408 -0.2414
H 2.9560 -2.2786 0.9121
H -2.8514 2.1656 0.2082
H -3.4887 2.1540 -1.0922
O -2.9195 2.7545 -0.5772
H 2.5188 1.9050 0.3611
H 3.3716 1.7730 -0.9834
O 2.5407 1.5638 -0.5406
H 0.4883 3.5241 2.3502
H -0.0282 4.3297 1.1001
O 0.7508 4.0218 1.5729
H -2.5166 1.6476 2.4916
H -1.2573 1.3474 1.7071
O -2.2057 1.1668 1.7076
H -1.6925 2.5683 -2.1031
H -0.1940 2.8759 -1.7088
O -0.7625 2.4317 -2.3515
*
```

(2)
The following is a DFT calculation (wB97M-V/def2-TZVPD) of C24H31As2HoI2NO4Se3 as an isolated structure.

Properties
Kohn-Sham gap (alpha / beta)   6.8 / 6.8 eV
ΔE to the lowest compared entry with this formula, charge and spin   0.0 kcal/mol
E_HOMO (alpha / beta)   -5.30 / -5.31 eV
E_tot   -394789.772 eV
<S²>   6.00

Structure (ORCA input):
```
! wB97M-V def2-TZVPD RIJCOSX def2/J DEFGRID3
* xyz -1 5
Ho 1.5144 -2.5346 0.4071
C 1.2358 0.1899 -3.4118
As 2.0069 -0.0129 -1.6156
C 1.2668 1.6650 -0.8673
C 3.7818 0.6279 -2.1676
C 4.0261 1.8179 -2.8801
C 5.3073 2.2420 -3.2656
C 6.3760 1.4159 -2.9119
C 6.1821 0.2344 -2.1574
C 4.8849 -0.1826 -1.8132
As 4.4352 -1.8540 -0.9151
C 5.5481 -2.9768 -1.9949
C 5.7169 -1.7342 0.5633
H 0.8838 1.2097 -3.5640
H 0.3667 -0.4785 -3.5187
H 2.0093 -0.0136 -4.1615
H 1.9533 2.4898 -1.1202
H 1.2972 1.4840 0.2136
H 0.2739 1.8008 -1.2830
H 3.1689 2.4845 -3.0719
H 5.3754 3.1659 -3.8441
H 7.3794 1.6531 -3.2150
H 7.0153 -0.3980 -1.8375
H 6.5951 -2.9053 -1.7124
H 5.4102 -2.7862 -3.0435
H 5.1462 -3.9405 -1.7494
H 6.7291 -1.5544 0.1496
H 5.6139 -2.6896 1.0777
H 5.4002 -0.9325 1.2195
O 1.7327 -0.4998 1.7654
Se 1.8285 -1.6334 3.0175
O 2.9972 -2.6232 2.2049
O 0.5130 -2.5837 2.3464
O 2.0437 -1.4264 4.5935
I -0.4075 -3.0661 -1.9300
I 2.5948 -5.2561 -0.1359
Se -1.4046 0.5807 3.3411
C -2.8282 -0.5167 3.9270
C -2.7635 -1.9035 3.8145
C -3.9295 -2.5789 4.1681
N -5.0206 -2.0100 4.6304
C -5.0447 -0.7025 4.8448
C -3.9469 0.0987 4.4710
H -1.8960 -2.4093 3.4123
H -3.9478 -3.6776 4.1021
H -5.9735 -0.3608 5.3077
H -3.9654 1.1791 4.6201
C -6.5305 2.8776 -1.6333
C -5.3692 2.1986 -0.8584
C -5.1771 0.8070 -0.9488
C -4.0750 0.1440 -0.3611
C -3.8996 -1.3593 -0.3977
C -3.0981 0.9176 0.2569
Se -1.6512 -0.1078 0.9463
C -3.2069 2.3186 0.4239
C -2.1469 3.1340 1.1012
C -4.3394 2.9015 -0.1412
H -7.1500 2.0815 -2.0406
H -6.1808 3.4396 -2.4829
H -7.1432 3.4862 -0.9593
H -5.9153 0.2367 -1.4957
H -4.7463 -1.8325 -0.8923
H -3.8761 -1.7700 0.6167
H -3.0292 -1.6667 -0.9526
H -1.1121 2.8112 0.8957
H -2.2515 3.0741 2.1891
H -2.1997 4.2152 0.8677
H -4.3841 3.9952 -0.1433
*
```

(3)
The following is a DFT calculation (wB97M-V/def2-TZVPD) of the molecule C3H6OS.

Properties
SMILES   C=C[C@H](O)S
Kohn-Sham gap   10.3 eV
ΔE to the lowest compared entry with this formula, charge and spin   51.2 kcal/mol
E_HOMO   -9.59 eV
E_tot   -16088.771 eV

Structure (ORCA input):
```
! wB97M-V def2-TZVPD RIJCOSX def2/J DEFGRID3
* xyz 0 1
C 1.4051 0.9897 -0.1549
C 0.9030 -0.2107 0.1930
C -0.5938 -0.5607 0.3911
O -0.9421 -1.6314 -0.3273
S -1.7792 0.7832 0.0776
H 2.5626 1.1040 -0.4686
H 0.8180 1.9281 -0.0771
H 1.5391 -1.0102 0.4546
H -0.6616 -0.8403 1.6707
H -1.8634 -1.5148 -0.4498
H -1.3878 0.9630 -1.3093
*
```

Question: Number 1 is which compound?
Answer: C6H27N2O5

Question: ΔE to the lowest compared entry with this formula, charge and spin of number 2 (C24H31As2HoI2NO4Se3)?
Answer: 0.0 kcal/mol

Question: What is the formula in the third record?
Answer: C3H6OS

Question: What is the ΔE to the lowest compared entry with this formula, charge and spin in the first record?
Answer: 43.3 kcal/mol